Here is a structure of composition C50H53F9N4OP2S2Sc from the Open Molecules 2025 dataset. Energies are from wB97M-V/def2-TZVPD.

Last column: Löwdin charge in e.
CARTESIAN COORDINATES (ANGSTROEM)
H: -2.7867 3.9148 -2.4016  0.099
C: 4.0979 -1.7926 1.0829  -0.047
H: -7.1083 0.8417 -0.9134  0.133
C: 2.0787 -1.0576 2.1653  -0.291
H: -1.0107 -7.5998 -0.2097  0.086
H: -2.7008 -0.6891 3.7443  0.094
C: 3.6794 -2.4359 3.3852  -0.265
F: -8.3020 -0.6055 1.1418  0.153
C: -2.8653 2.1746 -5.2857  -0.105
H: -4.0057 4.0798 2.9212  0.126
C: 4.4452 0.8125 -0.7713  -0.202
H: 0.8213 0.8946 5.1252  0.080
C: -0.4547 -5.5242 -0.2346  -0.277
H: -1.1230 4.1096 -1.0854  0.076
S: 1.4211 2.8942 -0.1446  0.661
C: -7.4952 -1.4284 0.4556  -0.595
C: -2.4688 2.9318 0.1209  -0.356
C: -2.6524 5.2125 1.7071  -0.109
O: 0.6272 0.5697 -2.7664  -0.131
C: -0.6320 -0.8550 3.1664  -0.521
C: -4.9865 -1.3271 0.5902  0.017
H: 3.0842 -2.8556 -2.5286  0.081
F: -3.5817 6.3437 3.5633  0.149
Sc: 0.6779 0.4595 -0.5812  0.501
H: 4.5011 -0.7883 -4.2831  0.121
C: 0.1134 2.6479 3.0521  -0.125
C: -2.9111 3.2551 -4.4250  0.019
H: 2.0191 1.8538 2.4806  0.070
H: 0.6114 3.6061 3.2063  0.093
N: -0.9300 -4.3142 -0.4958  0.123
C: 3.4789 -0.1532 -1.1192  -0.245
H: -2.8580 -1.1371 0.6281  0.038
C: 0.9222 -5.7680 -0.0983  0.049
C: 1.6336 1.2561 4.4919  -0.090
C: 3.2623 -4.8215 -0.0668  0.023
H: -4.9816 1.9559 -1.4396  0.120
H: 3.2595 -3.3970 5.2657  0.080
H: 4.7476 -2.4584 5.2520  0.088
C: -2.4859 1.7896 -2.5636  -0.363
H: 3.7471 -4.4975 -0.9894  0.096
H: -2.3313 0.1091 2.2188  0.041
C: -2.7297 3.0603 -3.0607  -0.054
C: -3.2818 2.9462 1.2521  -0.069
H: 4.7483 -1.8097 0.2178  0.130
H: -1.8668 0.8599 3.7427  0.064
C: -1.8510 5.2206 0.5724  0.012
C: -6.1736 0.4142 -0.5767  0.013
H: -0.4403 2.7114 2.1153  0.030
H: 1.3016 -6.7613 0.0844  0.129
C: -1.9523 -0.0898 3.2229  -0.091
F: -1.8405 2.2117 -7.4018  0.151
C: -2.7117 6.4543 2.5553  -0.597
H: -1.4972 -2.8045 3.4268  0.092
C: 5.4083 0.6574 -2.9996  -0.254
C: 2.6256 -1.8924 -2.7751  -0.045
H: -1.3790 -2.3120 1.7387  0.034
H: 3.6258 -4.1831 0.7396  0.067
H: 5.1203 0.6981 1.2638  0.092
H: 6.2683 0.6425 -4.9717  0.077
N: 1.0622 3.2911 -2.9290  0.092
H: -3.8599 2.0749 1.5256  0.105
H: 3.5728 1.5080 1.0756  0.022
C: 5.3772 1.2026 -1.7195  0.009
H: 2.4688 -1.9014 -3.8545  0.093
C: -4.9777 1.0352 -0.8693  -0.055
F: -3.4758 3.5821 -7.0860  0.150
C: -1.7573 4.0862 -0.2111  -0.124
C: -3.3716 4.0804 2.0462  0.008
H: 4.6906 -4.0168 4.4437  0.080
C: 1.1540 1.5231 3.0688  -0.531
C: 4.1152 -3.1156 4.6527  -0.042
C: -2.6511 0.8900 -4.7943  0.005
H: 1.6503 -1.8593 -2.2882  0.001
S: -0.7128 -1.7590 -1.0052  0.702
P: -2.2177 1.3793 -0.8068  1.073
H: -3.0892 4.2484 -4.8096  0.128
F: -3.0667 7.5243 1.8332  0.156
C: 1.7842 -4.7105 -0.1923  -0.223
H: 5.0579 2.3347 0.6061  0.091
C: 4.4838 -0.3279 -3.3015  -0.003
C: -2.4551 0.7017 -3.4412  -0.093
C: -0.8667 -2.2899 2.7000  -0.105
C: 4.5496 1.3721 0.6192  -0.036
H: -1.2971 6.1098 0.3035  0.136
H: -0.2057 -0.8875 4.1745  0.099
H: -1.8637 -6.5674 0.9421  0.100
H: 1.8402 -1.7269 4.1882  0.113
P: 0.6151 0.0194 2.1220  1.059
H: 0.0641 -2.8521 2.6031  0.066
F: -7.3574 -2.5455 1.1793  0.145
H: 7.4368 0.8755 -3.6726  0.087
C: -1.4555 -6.6175 -0.0696  -0.007
H: 0.6630 -0.1420 -3.4176  0.086
C: -6.1732 -0.7708 0.1555  -0.104
F: -1.5120 6.7303 3.0945  0.148
C: -3.0161 2.3665 -6.7724  -0.594
H: 0.7918 1.4469 -3.1893  0.040
H: 2.4522 0.5395 4.5300  0.066
C: 3.5300 -0.7536 -2.3796  -0.209
H: -4.9903 -2.2484 1.1542  0.125
H: -2.6400 0.0455 -5.4699  0.130
H: 5.4460 -2.9299 2.2761  0.125
F: -8.1426 -1.7599 -0.6714  0.154
H: -0.6040 2.5283 3.8624  0.073
H: 6.3764 2.1953 -4.1428  0.087
C: 4.4891 -2.4215 2.2515  -0.043
H: 1.8541 -2.6678 -0.4916  0.098
C: 6.4258 1.1152 -4.0041  -0.041
F: -3.8581 1.4657 -7.3019  0.148
C: -3.7836 -0.6944 0.2949  -0.102
C: -3.7675 0.4839 -0.4333  -0.362
H: -2.2802 -6.4728 -0.7637  0.093
C: 2.8803 -1.1027 1.0085  -0.334
H: -2.2897 -0.3016 -3.0582  0.085
C: 1.2445 3.1833 -1.7883  -0.810
H: 1.9896 2.1883 4.9328  0.091
H: 3.5405 -5.8521 0.1333  0.097
N: 1.2500 -3.4886 -0.4265  0.142
H: 6.1064 1.9576 -1.4486  0.128
N: 2.4478 -0.4893 -0.1734  -0.118
C: -0.0799 -3.2961 -0.6118  -0.718
C: 2.4761 -1.7466 3.3100  -0.057

Cartesian forces, eV/Å:
-0.0381 -0.0377 -0.0419
-0.0120 0.1342 0.0941
-0.0203 0.0093 -0.0086
0.0663 -0.0235 -0.0217
0.0070 -0.0077 -0.0010
-0.0183 -0.0018 0.0091
-0.0127 0.0307 -0.0367
-0.0473 0.1161 0.0597
-0.0097 0.0060 -0.0287
-0.0077 0.0105 0.0151
0.1013 -0.0179 -0.0327
-0.0193 -0.0110 0.0060
0.0813 -0.0704 0.0201
0.0665 -0.0205 0.0055
-0.0350 0.0148 -0.2001
0.0107 0.0038 -0.0154
-0.0529 0.0024 0.0558
-0.0025 0.0032 -0.0013
0.0398 0.1580 -0.0370
0.0634 0.0175 0.1167
0.0029 0.0154 0.0013
0.0094 0.0261 -0.0184
-0.1257 -0.0739 0.1168
-0.0450 -0.5174 -0.1387
0.0051 -0.0075 -0.0199
-0.0260 0.0264 0.0003
0.0196 -0.0482 -0.0097
-0.0358 -0.0109 0.0144
0.0007 0.0112 -0.0006
0.0589 0.0551 -0.0292
-0.0075 0.1246 0.0935
0.0202 -0.0488 -0.0711
-0.0365 0.0482 0.0089
0.0142 -0.0144 0.0201
-0.0130 -0.0235 0.0261
0.0073 0.0068 -0.0086
-0.0059 0.0047 0.0029
0.0100 0.0141 0.0076
-0.0454 -0.0317 -0.0152
0.0151 0.0033 -0.0018
0.0334 0.0389 0.1050
-0.0185 0.0353 -0.0594
0.0353 0.0200 -0.0075
0.0269 -0.0082 -0.0370
0.0202 0.0529 0.0301
-0.0369 -0.0206 0.0228
-0.0053 -0.0422 0.0249
-0.0039 0.0025 -0.0695
-0.0077 -0.0225 0.0048
-0.0201 0.0494 -0.0526
0.1831 -0.0344 -0.0355
0.0252 -0.0278 -0.0082
-0.0155 -0.0113 0.0033
-0.0351 -0.0080 0.0315
-0.0286 -0.0007 -0.0288
-0.0104 -0.0060 -0.0506
-0.0615 -0.0895 -0.0570
-0.0099 0.0244 -0.0217
-0.0024 -0.0088 -0.0142
-0.0049 0.0381 -0.0423
-0.0041 -0.0565 0.0087
-0.0144 0.0058 0.0121
-0.0166 -0.0396 -0.0066
-0.0017 -0.0023 -0.0233
0.0280 -0.0289 -0.0194
-0.0451 0.0834 0.0317
0.0770 0.0070 0.0573
-0.0051 0.0238 -0.0064
0.0093 -0.0116 -0.0107
0.0886 0.0027 -0.0099
-0.0076 -0.0258 0.0296
0.0368 0.0131 -0.0044
0.0797 0.0694 -0.1645
-0.1558 0.2331 -0.0876
0.1320 0.1387 0.1551
-0.0131 0.0261 -0.0182
-0.0476 0.1231 -0.1402
-0.0036 -0.0918 0.0319
-0.0066 0.0173 -0.0101
-0.0003 0.0081 -0.0028
0.0058 0.0015 -0.0090
0.0543 -0.0561 -0.0283
-0.0266 0.0764 -0.0120
0.0108 0.0282 0.0027
-0.0144 0.0007 -0.0213
-0.0120 0.0001 0.0113
-0.0129 -0.0107 0.0080
-0.0649 -0.0146 0.0133
-0.0233 0.0037 0.0050
0.0742 -0.1008 0.0677
0.0161 -0.0030 0.0141
0.0126 -0.0092 -0.0178
-0.0399 0.1219 0.0858
-0.0165 0.0022 -0.0149
0.1586 -0.0184 0.0355
-0.0563 0.0088 0.0391
-0.0181 -0.1317 -0.0223
0.0088 0.0106 -0.0079
-0.0123 0.0334 -0.0816
-0.0117 -0.0267 0.0106
-0.0082 -0.0142 -0.0330
0.0356 -0.0219 0.0139
-0.0128 -0.0028 -0.1151
-0.0357 -0.0222 0.0261
-0.0019 0.0173 -0.0013
-0.0281 0.0129 0.0199
-0.0636 0.0211 0.0870
0.0086 0.0096 -0.0287
-0.0823 -0.0796 0.0109
0.0084 -0.0325 -0.0385
-0.0858 0.0286 -0.0675
-0.0043 0.0013 0.0015
-0.0241 -0.0359 0.1402
-0.0139 0.0413 -0.0143
-0.0210 -0.0352 0.1747
0.0040 0.0253 -0.0021
0.0237 -0.0184 -0.0175
0.0361 -0.0309 0.0565
0.0204 0.0218 0.0008
0.0936 -0.1464 0.0895
-0.0942 0.0061 0.1244
0.0371 -0.0133 -0.0020

Properties
LUMO	-3.026	eV
M	1068.0	g/mol
energy relative to the best compared isomer or geometry (same formula, charge and spin)	0.00	kcal per mole
net charge	+1
gap between HOMO and LUMO	7.24	eV
max |F|	0.0105	hartree/bohr